No. 1
{
  "formula": "C5H7NO",
  "method": "ωB97M-V with the def2-TZVPD basis set",
  "relative_energy_kcal_mol": 102.22,
  "e_homo_ev": -9.58,
  "smiles": "CO[C@H]1C[C@H]1C#N",
  "largest_force_ev_per_a": 2.7,
  "e_lumo_ev": 0.9,
  "total_energy_ha": -324.56158,
  "orbital_gap_ev": 10.48,
  "species": ["C", "N", "C", "O", "C", "C", "C", "H", "H", "H", "H", "H", "H", "H"],
  "xyz": [[-0.875, 1.871, -0.229], [-2.121, -0.291, 0.504], [-1.127, -0.821, 0.235], [-0.030, 0.669, -0.807], [0.914, -0.413, -0.625], [1.323, -0.936, 0.721], [0.120, -1.534, 0.011], [-1.879, 1.890, -0.715], [-1.084, 1.972, 0.855], [-0.264, 2.679, -0.593], [1.574, -0.574, -1.493], [1.194, -0.305, 1.592], [2.183, -1.612, 0.784], [0.073, -2.595, -0.240]],
  "forces_ev_per_a": [[1.2, -0.7, -0.4], [0.4, -1.2, 0.0], [-1.9, -1.2, 1.5], [0.3, 1.6, -1.0], [-0.5, 0.7, 0.1], [-0.2, 0.4, 0.1], [-0.4, 0.1, 0.0], [1.2, -0.7, 0.0], [0.7, -0.8, -0.5], [0.0, 0.5, 0.1], [-0.6, 0.4, 0.5], [-0.2, -0.1, 0.0], [-0.3, 0.4, -0.3], [0.1, 0.5, -0.1]],
  "mulliken_charge": [-0.645, -0.580, 0.396, -0.429, 0.061, -0.620, -0.254, 0.275, 0.338, 0.287, 0.306, 0.232, 0.259, 0.374]
}

No. 2
{
  "formula": "C48H119O42P3S7",
  "method": "ωB97M-V with the def2-TZVPD basis set",
  "e_homo_ev": -10.29,
  "largest_force_ev_per_a": 3.8,
  "e_lumo_ev": 0.2,
  "total_energy_ha": -8871.96884,
  "orbital_gap_ev": 10.51,
  "species": ["C", "C", "O", "P", "O", "O", "C", "C", "O", "C", "C", "H", "H", "H", "H", "H", "H", "H", "H", "H", "H", "H", "H", "H", "H", "H", "C", "C", "O", "P", "O", "O", "C", "C", "O", "C", "C", "H", "H", "H", "H", "H", "H", "H", "H", "H", "H", "H", "H", "H", "H", "H", "C", "C", "O", "P", "O", "O", "C", "C", "O", "C", "C", "H", "H", "H", "H", "H", "H", "H", "H", "H", "H", "H", "H", "H", "H", "H", "O", "S", "O", "O", "C", "C", "C", "H", "H", "H", "H", "H", "H", "H", "H", "O", "S", "O", "O", "C", "C", "C", "H", "H", "H", "H", "H", "H", "H", "H", "O", "S", "O", "O", "C", "C", "C", "H", "H", "H", "H", "H", "H", "H", "H", "O", "S", "O", "O", "C", "C", "C", "H", "H", "H", "H", "H", "H", "H", "H", "O", "S", "O", "O", "C", "C", "C", "H", "H", "H", "H", "H", "H", "H", "H", "O", "S", "O", "O", "C", "C", "C", "H", "H", "H", "H", "H", "H", "H", "H", "O", "S", "O", "O", "C", "C", "C", "H", "H", "H", "H", "H", "H", "H", "H", "C", "O", "C", "O", "O", "C", "H", "H", "H", "H", "H", "H", "C", "O", "C", "O", "O", "C", "H", "H", "H", "H", "H", "H", "C", "O", "C", "O", "O", "C", "H", "H", "H", "H", "H", "H"],
  "xyz": [[-6.882, -4.054, 0.703], [-5.440, -4.027, 1.076], [-4.733, -5.130, 0.424], [-3.169, -5.146, 0.634], [-2.703, -4.751, 1.964], [-2.765, -6.581, 0.161], [-2.585, -7.654, 1.107], [-1.142, -7.724, 1.479], [-2.661, -4.250, -0.570], [-1.281, -3.937, -0.752], [-1.097, -3.277, -2.074], [-7.392, -3.177, 1.144], [-6.981, -4.086, -0.384], [-7.372, -4.918, 1.072], [-4.930, -3.126, 0.746], [-5.289, -4.150, 2.152], [-3.244, -7.523, 1.975], [-2.939, -8.561, 0.582], [-0.665, -6.817, 1.899], [-0.931, -8.600, 2.063], [-0.667, -7.935, 0.522], [-0.954, -3.309, 0.065], [-0.685, -4.869, -0.714], [-1.528, -2.288, -2.125], [-0.030, -3.233, -2.212], [-1.646, -3.824, -2.833], [-4.035, -4.990, -9.251], [-2.862, -4.692, -8.347], [-3.000, -3.396, -7.774], [-4.021, -3.089, -6.545], [-4.587, -4.233, -5.920], [-3.064, -2.173, -5.658], [-3.554, -1.182, -4.756], [-2.638, 0.065, -4.676], [-5.128, -2.097, -7.154], [-4.855, -0.849, -7.806], [-5.071, -1.006, -9.321], [-3.871, -6.002, -9.651], [-4.966, -5.183, -8.694], [-4.248, -4.270, -10.074], [-2.838, -5.353, -7.491], [-1.943, -4.716, -8.969], [-4.552, -0.852, -5.110], [-3.762, -1.638, -3.765], [-1.623, -0.242, -4.437], [-2.518, 0.646, -5.589], [-2.948, 0.664, -3.826], [-5.485, -0.042, -7.385], [-3.813, -0.652, -7.537], [-6.104, -1.295, -9.491], [-4.978, -0.001, -9.724], [-4.364, -1.624, -9.912], [0.765, -1.829, 8.850], [-0.039, -3.001, 8.142], [-1.374, -2.436, 7.995], [-2.411, -3.361, 7.260], [-1.861, -4.568, 6.616], [-3.532, -3.637, 8.270], [-4.101, -4.988, 8.365], [-3.236, -5.989, 9.198], [-3.061, -2.302, 6.233], [-2.453, -2.313, 4.898], [-3.188, -1.256, 4.072], [0.497, -0.860, 8.390], [0.568, -1.813, 9.912], [1.874, -1.930, 8.766], [0.479, -3.125, 7.194], [-0.079, -3.943, 8.748], [-5.120, -4.931, 8.791], [-4.073, -5.400, 7.343], [-3.731, -6.951, 9.284], [-2.205, -6.069, 8.881], [-3.369, -5.549, 10.195], [-1.442, -2.042, 5.086], [-2.505, -3.280, 4.365], [-4.198, -1.662, 3.975], [-3.079, -0.217, 4.391], [-2.797, -1.382, 3.058], [3.111, 2.192, -4.467], [4.482, 2.531, -4.251], [4.942, 3.307, -3.127], [5.525, 1.265, -4.400], [5.324, 0.264, -3.360], [6.412, -0.721, -3.584], [5.092, 3.390, -5.720], [4.317, -0.127, -3.524], [5.294, 0.696, -2.332], [7.381, -0.382, -3.200], [6.623, -0.878, -4.639], [6.247, -1.652, -3.027], [4.831, 2.838, -6.632], [6.175, 3.600, -5.684], [4.563, 4.344, -5.771], [-1.813, 3.884, 4.845], [-3.213, 4.135, 4.904], [-3.591, 5.545, 4.741], [-3.986, 3.207, 3.858], [-4.878, 3.697, 2.842], [-5.604, 2.498, 2.273], [-3.837, 3.500, 6.444], [-4.355, 4.216, 2.057], [-5.562, 4.408, 3.326], [-5.933, 1.747, 2.989], [-5.036, 1.980, 1.488], [-6.510, 2.812, 1.722], [-4.823, 3.983, 6.601], [-3.147, 3.754, 7.248], [-3.999, 2.434, 6.319], [-1.302, 0.008, -8.266], [-0.141, -0.514, -8.891], [0.745, 0.407, -9.543], [0.755, -1.254, -7.846], [0.156, -1.967, -6.710], [0.809, -1.492, -5.497], [-0.576, -1.810, -9.981], [0.276, -3.043, -6.860], [-0.923, -1.801, -6.743], [0.411, -2.073, -4.660], [0.657, -0.443, -5.260], [1.863, -1.817, -5.486], [-1.163, -2.501, -9.358], [0.277, -2.251, -10.434], [-1.234, -1.403, -10.755], [4.412, 3.529, 2.025], [4.420, 4.531, 1.012], [3.237, 4.843, 0.327], [5.101, 5.858, 1.598], [4.868, 7.057, 0.862], [4.179, 8.030, 1.747], [5.589, 3.959, -0.168], [4.386, 6.882, -0.086], [5.815, 7.530, 0.531], [4.065, 8.922, 1.134], [4.888, 8.335, 2.517], [3.234, 7.690, 2.180], [5.748, 4.665, -1.023], [5.273, 2.984, -0.543], [6.550, 3.795, 0.323], [4.141, -5.170, -0.388], [3.332, -4.295, 0.393], [1.934, -4.562, 0.492], [3.933, -4.171, 1.868], [5.270, -4.568, 2.005], [6.183, -3.440, 1.584], [3.495, -2.709, -0.318], [5.531, -5.500, 1.516], [5.358, -4.751, 3.075], [5.976, -2.552, 2.194], [6.021, -3.209, 0.543], [7.198, -3.809, 1.649], [4.530, -2.595, -0.591], [3.002, -1.952, 0.308], [2.859, -2.892, -1.191], [1.552, 9.185, 3.054], [0.407, 8.320, 3.094], [-0.570, 8.319, 2.047], [0.923, 6.842, 3.291], [-0.025, 5.722, 3.140], [0.851, 4.525, 3.289], [-0.374, 8.590, 4.650], [-0.501, 5.775, 2.158], [-0.853, 5.869, 3.817], [1.645, 4.505, 2.567], [0.232, 3.616, 3.218], [1.371, 4.520, 4.213], [-1.221, 7.900, 4.722], [-0.733, 9.639, 4.669], [0.387, 8.457, 5.419], [1.025, -0.348, -0.444], [0.614, 0.708, -1.324], [0.005, 0.329, -2.555], [-0.423, 1.654, -0.632], [-0.281, 1.890, 0.864], [-1.643, 2.128, 1.341], [2.016, 1.762, -1.625], [0.491, 2.672, 0.979], [0.113, 0.970, 1.225], [-2.323, 1.383, 0.914], [-2.078, 3.095, 1.134], [-1.553, 2.035, 2.418], [2.249, 2.194, -0.642], [1.714, 2.458, -2.416], [2.859, 1.115, -1.896], [0.692, -2.466, 2.784], [0.440, -1.061, 2.995], [0.579, -0.666, 4.250], [0.855, -1.388, 5.159], [0.465, 0.659, 4.282], [0.356, 1.122, 5.659], [1.638, -2.683, 3.304], [0.888, -2.632, 1.713], [-0.203, -2.987, 3.171], [-0.592, 0.752, 6.090], [0.346, 2.194, 5.626], [1.187, 0.723, 6.265], [-0.622, 3.973, -3.305], [0.570, 4.855, -3.314], [0.468, 5.884, -2.436], [-0.447, 6.069, -1.716], [1.466, 6.692, -2.514], [1.559, 7.639, -1.439], [-1.503, 4.586, -3.439], [-0.687, 3.464, -2.311], [-0.352, 3.243, -4.073], [1.567, 7.159, -0.442], [0.714, 8.342, -1.514], [2.457, 8.209, -1.655], [7.183, 0.263, -0.002], [6.412, -0.091, 1.197], [5.094, 0.283, 0.932], [4.744, 0.792, -0.121], [4.449, 0.118, 2.051], [3.076, 0.654, 2.026], [8.180, -0.060, 0.215], [7.142, 1.349, -0.088], [6.778, -0.241, -0.880], [2.891, 1.113, 1.058], [3.056, 1.415, 2.795], [2.312, -0.073, 2.234]],
  "forces_ev_per_a": [[-0.1, 0.8, -0.5], [0.9, -0.4, 0.2], [-0.5, 0.2, 0.3], [0.3, 0.3, -0.6], [0.1, 0.2, 0.4], [0.0, -0.5, -0.2], [-1.0, 0.0, 0.4], [0.9, -0.1, -0.9], [-0.8, 0.0, 0.1], [0.3, -0.8, 0.5], [-0.5, 0.1, 0.0], [0.2, -0.3, -0.4], [-0.1, 0.3, 0.1], [-0.4, -0.9, 0.5], [-0.2, 0.4, 0.1], [0.0, 0.1, -0.1], [0.1, 0.2, -0.2], [0.4, 0.4, 0.3], [-0.7, -0.5, -0.1], [0.0, -0.3, 0.7], [0.5, 0.2, -0.1], [0.1, 0.2, 0.3], [-0.3, 0.3, 0.0], [0.1, 0.5, 0.3], [0.3, 0.1, -0.6], [0.4, -0.5, -0.3], [-0.9, -1.2, -0.2], [-0.7, 0.3, -0.4], [-0.1, 1.4, 0.8], [1.4, 2.8, -2.2], [-1.1, -2.2, 1.1], [0.3, -0.1, -0.5], [-1.2, 1.2, 0.2], [0.4, -1.4, 0.2], [-0.3, -0.9, 0.7], [1.2, -0.7, -0.5], [0.2, 0.9, 0.3], [0.2, 0.3, -0.5], [0.3, 0.7, 0.1], [0.5, -0.4, 0.7], [0.3, -0.7, -0.2], [-0.3, 0.1, 0.8], [0.4, -0.1, 0.1], [0.6, 0.2, -0.5], [0.1, -0.2, 0.2], [-0.6, 0.0, -0.1], [-0.2, 0.3, -0.1], [0.1, -0.7, -0.2], [0.0, 0.6, -0.5], [-0.1, -0.3, -0.1], [0.0, 0.2, -0.2], [-0.4, 0.0, 0.9], [0.3, -0.9, -0.5], [1.3, 1.7, 1.5], [0.8, -0.6, 0.1], [0.5, 0.2, -2.6], [0.0, 0.3, 0.3], [-1.6, -0.9, 1.9], [0.9, -1.4, -1.1], [-1.5, 2.0, 1.0], [-0.2, -1.2, -0.1], [-0.8, 0.9, 0.2], [0.4, -1.5, -0.6], [0.0, -0.6, 0.2], [-0.3, 0.2, 0.3], [-0.8, -0.2, -0.2], [-0.6, -0.4, -0.3], [0.1, 0.9, -0.6], [0.6, 0.3, -0.4], [-0.7, 0.4, 0.2], [0.0, -0.2, -0.5], [0.0, 0.1, -0.1], [0.9, -0.3, 0.2], [1.0, 0.1, -0.3], [-0.1, 0.2, 0.7], [-0.3, 0.8, 0.3], [-0.3, -0.3, 0.2], [0.2, 0.4, -0.1], [0.3, -0.5, 0.6], [2.9, 1.1, -2.0], [-0.9, -0.6, 0.2], [-1.6, 1.0, 0.8], [-0.8, 0.5, 0.2], [1.3, -0.7, 0.7], [-0.2, 0.0, -0.2], [0.1, -0.4, -0.1], [0.4, 0.0, -0.8], [-0.2, 0.4, 0.1], [-0.5, -0.4, -0.1], [-0.2, 0.0, -0.5], [0.1, -0.1, 0.4], [-0.6, -0.4, 0.3], [-0.1, -0.1, 0.2], [0.3, -0.9, -0.2], [-0.7, 2.5, -0.1], [-0.1, -2.1, 0.1], [1.0, 0.0, 0.7], [-1.1, 0.2, 0.5], [-0.6, -0.3, -1.2], [-1.0, 0.4, -0.4], [0.5, 0.2, -0.1], [0.1, -0.2, -0.2], [0.2, 0.2, 0.3], [0.3, 0.1, 0.4], [0.3, 0.2, 0.4], [0.6, -0.2, 0.0], [0.0, -0.1, -0.2], [0.3, -0.1, 0.2], [-1.1, 0.0, 0.5], [1.6, 1.0, -0.6], [-0.2, -0.5, -0.1], [0.2, -0.5, 0.2], [-1.1, -0.1, -1.4], [0.8, -0.8, 1.8], [-1.6, 0.1, 0.3], [0.4, 0.1, -0.2], [0.1, 0.2, 0.2], [-0.3, 0.1, 0.1], [0.2, 0.1, -0.2], [-0.2, 0.7, -0.2], [0.2, 0.0, -0.3], [0.8, -0.4, -0.1], [0.1, 0.0, 0.2], [-0.1, 0.3, 0.9], [2.6, -0.9, 0.0], [-2.2, 0.8, -0.8], [-0.2, -1.5, -0.2], [0.8, 1.1, -0.6], [0.2, 0.7, 0.0], [1.0, 0.5, -0.9], [-0.7, -0.4, -0.1], [0.1, -0.7, 0.5], [-0.6, 0.3, 0.1], [-0.3, -0.2, 0.3], [0.3, 0.1, -0.2], [-0.4, -0.6, 0.8], [-0.4, 0.3, 0.0], [-0.1, 0.2, 0.2], [0.5, -0.5, 0.0], [-0.5, 0.0, -0.1], [-0.2, 0.0, 0.6], [-1.7, -0.3, -1.0], [1.6, 0.2, 1.2], [-0.2, -0.3, 0.3], [-1.1, -0.2, 0.1], [-0.4, -0.1, -0.4], [0.2, 0.0, 0.1], [0.4, -0.2, -0.2], [0.0, 0.1, -0.3], [0.4, 0.3, 0.3], [0.1, 0.6, 0.0], [0.5, -0.1, -0.3], [0.3, 0.5, -0.2], [-0.3, -0.5, -0.3], [-0.1, 0.2, 0.4], [0.1, 0.2, 0.0], [0.1, 0.2, -0.2], [0.3, 0.9, -0.9], [-0.9, -0.9, 0.0], [-0.5, 0.6, -0.1], [0.4, 0.1, -0.2], [0.1, -0.3, 0.7], [0.1, 0.1, -0.8], [0.3, 0.2, 0.0], [0.2, 0.0, 1.2], [0.2, 0.2, 0.2], [0.2, -0.6, -0.1], [-0.2, -0.1, 0.0], [0.1, -0.1, 0.6], [0.6, -0.2, -0.6], [-0.2, 0.1, -0.6], [0.3, 0.3, 0.9], [1.1, 0.2, -2.5], [-0.8, 0.1, 0.7], [-0.5, -0.5, 0.5], [-0.7, 0.0, 0.1], [0.2, -0.7, 0.6], [0.2, -0.1, 0.4], [0.2, 0.5, -0.3], [-0.5, -0.1, 0.4], [0.0, 0.4, -0.5], [0.4, 0.0, 0.4], [-0.4, 0.2, -0.1], [0.3, 0.0, 0.1], [-0.2, 0.3, -0.8], [0.6, 0.0, -1.1], [0.0, -0.3, 1.1], [-0.4, 0.3, 1.1], [-0.1, -0.7, 0.2], [-0.6, -0.5, 0.1], [-0.6, 0.2, 0.4], [0.8, -0.3, -0.3], [0.4, 0.2, -0.2], [0.1, 0.4, -0.1], [-0.3, 0.3, -0.4], [1.6, 0.0, 1.1], [-0.5, 0.2, 0.5], [-0.3, -1.4, -1.5], [-2.4, -0.2, 1.8], [2.4, 0.6, -0.3], [-0.6, 0.6, -0.1], [-0.2, -0.2, -0.4], [0.0, 0.4, -0.8], [-0.6, 0.2, 0.0], [0.1, 0.2, -0.7], [0.2, -0.4, 0.3], [0.2, -0.2, 0.2], [-0.3, -0.1, 1.1], [-1.5, 0.6, -2.1], [2.3, 0.6, 0.3], [-0.2, -0.9, 1.0], [-1.9, -0.1, -0.2], [0.5, 0.7, 0.1], [0.6, -0.2, 0.0], [0.1, -0.2, -0.4], [0.1, 0.2, 0.1], [0.1, -0.1, 0.2], [0.0, 0.1, 0.1], [0.2, -0.7, 0.0]],
  "mulliken_charge": [-1.396, 0.133, -0.436, -0.038, -0.168, -0.341, -0.302, -0.985, 0.200, 0.414, -0.938, 0.361, 0.334, 0.350, 0.195, 0.202, 0.277, 0.350, 0.134, 0.484, 0.276, -0.125, 0.212, 0.096, 0.264, 0.386, -1.166, -0.349, 0.224, 0.272, -0.847, 0.312, -0.478, -0.720, -0.370, 0.395, -1.317, 0.420, 0.317, 0.222, 0.346, 0.329, 0.418, 0.278, -0.204, 0.277, 0.492, 0.347, -0.133, 0.348, 0.464, 0.142, -1.131, 0.075, -0.271, 0.834, -0.678, -0.410, -0.248, -1.074, -0.439, 0.899, -1.101, 0.159, 0.389, 0.347, 0.157, 0.332, 0.374, 0.276, 0.376, 0.300, 0.276, -0.385, 0.236, 0.476, 0.150, 0.297, -0.506, 1.229, -0.531, -0.425, 1.333, -1.695, -1.191, 0.088, -0.527, 0.404, 0.459, 0.345, 0.366, 0.336, 0.416, -0.508, 1.113, -0.708, -0.137, -0.278, -1.111, -1.061, 0.274, 0.477, 0.295, 0.209, 0.376, 0.339, 0.396, 0.300, -0.544, 1.127, -0.678, -0.352, 0.948, -1.044, -0.526, 0.193, -0.459, 0.111, 0.213, 0.398, -0.103, 0.371, 0.358, -0.661, 0.949, -0.178, -0.347, -0.186, -0.947, -0.576, 0.253, 0.348, 0.383, 0.404, -0.024, 0.325, -0.290, 0.487, -0.710, 1.049, -0.383, -0.205, -0.550, -0.647, -0.264, 0.369, 0.355, 0.186, 0.004, 0.503, 0.353, -0.318, 0.215, -0.629, 1.265, -0.654, -0.332, -0.037, 0.265, -0.911, 0.299, 0.010, -0.413, -0.270, 0.574, 0.226, 0.406, 0.287, 0.166, -0.692, 0.072, -0.233, 1.657, -1.458, 1.111, 0.014, -0.611, 0.431, 0.433, 0.177, -1.051, 0.199, -0.356, -0.382, 0.351, -0.234, -0.474, 0.348, -0.751, 0.398, -0.499, 0.299, 0.209, 0.156, 0.301, -0.352, -0.350, 0.884, -0.599, -0.392, -0.386, 0.538, -0.061, 0.140, 0.042, 0.353, 0.211, -0.365, -0.411, 0.378, 0.241, -0.383, 1.173, 0.339, 0.131, -0.032, -0.327, 0.370, -0.975]
}